{"formula": "C12H17BrN", "method": "ωB97M-V/def2-TZVPD", "species": ["C", "C", "C", "C", "C", "C", "C", "C", "C", "C", "C", "C", "N", "Br", "H", "H", "H", "H", "H", "H", "H", "H", "H", "H", "H", "H", "H", "H", "H", "H", "H"], "positions_angstrom": [[1.433, 2.826, 1.050], [0.684, 3.112, -0.122], [1.626, 1.591, 1.498], [0.054, 2.042, -0.672], [1.031, 0.512, 0.840], [0.118, 0.666, -0.182], [1.489, -0.856, 1.291], [0.394, -1.528, 2.078], [-0.945, -1.773, -0.046], [-1.069, -0.205, -0.669], [-0.320, -0.556, -3.023], [-1.543, -0.154, -2.108], [-0.886, -1.779, 1.473], [-2.635, 0.474, 0.484], [1.723, 3.697, 1.599], [0.613, 3.973, -0.669], [2.268, 1.406, 2.302], [-0.601, 2.323, -1.475], [1.956, -1.469, 0.510], [2.391, -0.660, 1.897], [0.722, -2.434, 2.708], [0.184, -0.828, 2.918], [-1.681, -2.497, -0.434], [0.050, -2.059, -0.368], [0.636, 0.020, -2.823], [-0.702, -0.526, -4.117], [-0.194, -1.610, -2.856], [-2.383, -0.845, -2.277], [-1.920, 0.845, -2.339], [-1.056, -2.755, 1.747], [-1.438, -0.954, 1.781]], "e_homo_ev": -12.514, "total_charge": 1, "de_lowest_kj_mol": 53.63, "smiles": "CC[C@@]1(Br)C[NH2+]CCc2ccccc21"}

=====

{"formula": "C49H49ClF9LiN6P", "method": "ωB97M-V/def2-TZVPD", "species": ["Li", "N", "C", "C", "C", "C", "C", "C", "C", "C", "N", "C", "H", "H", "H", "H", "H", "H", "H", "H", "C", "C", "N", "C", "C", "N", "C", "C", "H", "H", "H", "H", "H", "H", "H", "H", "H", "H", "H", "H", "H", "N", "C", "N", "C", "C", "C", "C", "C", "H", "H", "H", "H", "H", "H", "H", "H", "H", "H", "F", "C", "F", "F", "C", "C", "C", "C", "C", "C", "P", "C", "C", "C", "C", "C", "C", "C", "F", "F", "F", "C", "C", "C", "C", "C", "C", "C", "F", "F", "F", "H", "H", "H", "H", "H", "H", "H", "H", "H", "H", "H", "H", "Cl", "C", "C", "C", "C", "C", "C", "C", "H", "H", "H", "H", "H", "H"], "positions_angstrom": [[-6.964, -25.663, -4.017], [-5.470, -26.976, -3.440], [-4.748, -27.057, -4.674], [-3.353, -27.221, -4.604], [-2.651, -27.363, -5.814], [-3.346, -27.277, -7.022], [-4.764, -27.019, -7.111], [-5.392, -26.772, -8.387], [-6.751, -26.490, -8.306], [-7.328, -26.161, -7.071], [-6.709, -26.183, -5.929], [-5.467, -26.751, -5.893], [-4.915, -27.106, -2.607], [-6.149, -27.770, -3.507], [-2.839, -27.360, -3.647], [-1.580, -27.651, -5.893], [-2.813, -27.367, -8.003], [-4.944, -27.118, -9.355], [-7.294, -26.486, -9.237], [-8.354, -25.800, -7.058], [1.508, -27.820, 2.816], [1.480, -27.675, 1.217], [0.444, -28.509, 0.593], [-0.859, -28.287, 1.249], [-0.883, -28.527, 2.773], [0.541, -28.992, 3.144], [0.985, -30.193, 2.358], [0.894, -29.923, 0.798], [1.167, -26.903, 3.333], [2.503, -28.004, 3.142], [2.432, -27.985, 0.857], [1.304, -26.663, 0.894], [-1.576, -28.920, 0.756], [-1.140, -27.219, 1.140], [-1.661, -29.220, 3.220], [-1.076, -27.601, 3.339], [0.541, -29.142, 4.164], [0.340, -31.091, 2.556], [1.941, -30.462, 2.718], [0.118, -30.545, 0.379], [1.837, -30.082, 0.304], [-8.732, -25.811, -3.296], [-9.647, -26.337, -2.778], [-10.745, -26.730, -2.201], [-11.984, -26.561, -3.043], [-13.097, -27.378, -2.460], [-13.424, -26.926, -1.004], [-12.158, -26.565, -0.135], [-10.895, -27.190, -0.772], [-11.726, -26.933, -4.003], [-12.270, -25.502, -3.134], [-12.870, -28.442, -2.529], [-13.979, -27.192, -3.149], [-14.101, -27.647, -0.476], [-14.101, -25.977, -0.926], [-12.300, -26.779, 0.919], [-12.110, -25.501, -0.041], [-10.992, -28.270, -0.791], [-9.922, -26.973, -0.392], [-10.538, -20.394, -5.191], [-9.663, -19.432, -4.780], [-10.369, -18.474, -4.056], [-9.171, -18.835, -5.979], [-8.500, -20.016, -3.994], [-7.258, -19.453, -3.913], [-6.192, -20.073, -3.260], [-6.335, -21.437, -2.755], [-7.683, -21.871, -2.682], [-8.709, -21.198, -3.273], [-5.170, -22.725, -2.226], [-5.239, -22.686, -0.445], [-5.330, -23.780, 0.436], [-5.298, -23.555, 1.797], [-4.931, -22.317, 2.363], [-4.711, -21.254, 1.444], [-4.951, -21.421, 0.081], [-4.683, -22.208, 3.854], [-4.157, -23.413, 4.288], [-5.837, -22.046, 4.554], [-3.833, -21.135, 4.125], [-3.558, -22.043, -2.618], [-2.511, -22.189, -1.742], [-1.287, -21.522, -1.996], [-1.074, -20.714, -3.127], [-2.130, -20.667, -4.063], [-3.327, -21.357, -3.828], [0.163, -19.955, -3.352], [0.863, -19.727, -2.194], [0.057, -18.736, -3.957], [1.038, -20.750, -4.144], [-7.012, -18.418, -4.413], [-5.332, -19.421, -2.997], [-7.984, -22.762, -2.151], [-9.675, -21.671, -3.214], [-5.342, -24.832, 0.133], [-5.422, -24.422, 2.409], [-4.567, -20.255, 1.790], [-4.824, -20.592, -0.600], [-2.572, -22.862, -0.855], [-0.476, -21.751, -1.289], [-1.984, -20.205, -5.036], [-4.084, -21.389, -4.663], [-10.032, -35.296, 3.134], [-8.783, -34.598, 2.172], [-9.197, -33.935, 0.969], [-8.280, -33.249, 0.258], [-6.924, -33.095, 0.650], [-6.038, -32.411, -0.099], [-6.579, -33.635, 1.960], [-7.495, -34.379, 2.704], [-10.223, -34.123, 0.585], [-8.572, -33.041, -0.731], [-4.991, -32.389, 0.239], [-6.396, -31.849, -0.928], [-5.514, -33.782, 2.216], [-7.236, -34.624, 3.731]], "e_homo_ev": [-4.792, -4.792], "total_charge": 1, "de_lowest_kj_mol": 283.56}

=====

{"formula": "C2H2FHgO2", "method": "ωB97M-V/def2-TZVPD", "species": ["O", "H", "C", "C", "O", "H", "F", "Hg"], "positions_angstrom": [[-0.856, 0.582, -1.017], [-1.581, 0.679, -1.634], [0.944, -0.887, 0.086], [-0.483, -1.010, -0.098], [1.465, 0.235, 0.376], [1.561, -1.799, 0.002], [-0.989, 0.288, 1.677], [-0.061, 1.912, 0.607]], "s_squared": 2.01, "e_homo_ev": [-3.276, -4.203], "total_charge": -1, "de_lowest_kj_mol": 270.59, "spin_multiplicity": 3}

=====

Which maximum force belongs to each record? In order, 5.1 3.3 2.4 eV/Å.
Which energy belongs to each record? In order, -3095.9200 -3932.6133 -481.0014 hartree.